Density functional theory data (the ωB97M-V functional and the def2-TZVPD basis) for a molecular structure, C25H26LaN3PS5 in a non-equilibrium geometry.

Geometry as XYZ:
```
61
Properties=species:S:1:pos:R:3
S 2.599 -3.118 2.912
P 3.929 -3.765 1.624
C 4.635 -2.245 0.749
C 3.792 -1.315 -0.207
C 2.262 -1.671 -0.516
C 1.227 -0.442 -0.345
C -0.088 -0.921 0.451
S -1.476 -1.502 -0.695
C -3.005 -1.066 0.304
S -2.905 -1.292 1.955
N -4.170 -0.524 -0.453
C -4.223 0.947 -0.249
C -4.122 1.836 -1.551
C -4.200 3.392 -1.390
C -4.340 4.120 0.012
C -4.442 3.237 1.289
C -4.401 1.686 1.112
C -5.424 -1.183 -0.123
C -5.586 -2.665 0.390
C -6.956 -3.333 0.719
C -8.302 -2.496 0.516
C -8.182 -1.034 -0.021
C -6.789 -0.367 -0.331
C 4.581 -0.060 -0.795
C 3.843 1.018 -1.766
C 3.355 2.249 -0.837
C 4.418 3.481 -0.782
S 5.418 3.348 0.808
C 6.099 0.238 -0.496
C 6.965 -0.684 0.428
N 8.362 -0.563 0.783
S 8.681 -1.926 1.795
N 7.125 -2.642 1.822
C 6.167 -1.917 1.018
H 4.962 -4.435 2.355
H 3.247 -4.610 0.673
H 2.181 -2.013 -1.624
H 1.939 -2.534 0.177
H 1.691 0.420 0.279
H 1.030 0.001 -1.384
H -0.448 -0.019 1.085
H 0.141 -1.839 1.117
H -3.999 1.318 -2.574
H -4.153 4.095 -2.308
H -4.404 5.251 0.142
H -4.546 3.638 2.363
H -4.501 1.042 2.068
H -4.637 -3.303 0.560
H -7.071 -4.397 1.121
H -9.337 -2.922 0.745
H -9.136 -0.402 -0.188
H -6.836 0.703 -0.727
H 4.670 1.457 -2.486
H 2.993 0.482 -2.360
H 3.255 1.862 0.234
H 2.359 2.631 -1.263
H 5.077 3.544 -1.719
H 3.805 4.460 -0.685
H 5.797 4.627 1.193
H 6.621 1.162 -0.958
La 4.454 0.961 -3.970
```

Computed properties:
- HOMO energy (eV) = -13.613
- gap between HOMO and LUMO (eV) = 1.333
- 2S+1 = 1
- E_tot (eV) = -95089.611
- charge = +3